Below is an isolated molecule of C4H8O2, with properties calculated with the ωB97M-V functional and the def2-TZVPD basis.

```
14
Properties=species:S:1:pos:R:3
C 1.820 -0.412 -0.270
O 1.451 0.973 -0.214
C 0.202 1.286 -0.057
C -0.970 0.494 0.542
O -1.865 1.289 0.992
C -1.445 -0.750 -0.241
H 1.339 -0.887 -1.127
H 2.904 -0.425 -0.374
H 1.508 -0.901 0.660
H -0.220 0.113 1.362
H 0.080 2.372 -0.011
H -2.171 -1.256 0.400
H -0.665 -1.470 -0.517
H -1.969 -0.427 -1.145
```

Summary:
energy relative to the best compared isomer or geometry (same formula, charge and spin) = 104.02 kcal/mol
HOMO (alpha / beta) = -8.024 / -8.023 eV
LUMO (alpha / beta) = -0.53 / -0.53 eV

---

Below is a structure of composition C2H3FLi2NaO in a non-equilibrium geometry, with properties calculated with the ωB97M-V functional and the def2-TZVPD basis.

```
10
Properties=species:S:1:pos:R:3
O -0.264 0.118 0.231
C 0.423 1.026 -0.441
C 0.481 2.339 -0.119
Na -2.121 1.130 0.483
Li -0.122 -2.331 1.329
F -0.016 -3.918 0.611
H 0.927 0.672 -1.354
H 0.072 2.718 0.825
H 1.007 3.039 -0.767
Li -0.390 -4.792 -0.796
```

Summary:
energy relative to the best compared isomer or geometry (same formula, charge and spin) = 0.00 kcal/mol
net charge = +1
HOMO = -10.472 eV
LUMO = -3.94 eV

---

Below is a cluster of 2 separate species, C21H42Cl2INO4P in total in a non-equilibrium geometry, with properties calculated with the ωB97M-V functional and the def2-TZVPD basis.

```
72
Properties=species:S:1:pos:R:3
C -5.272 -1.749 4.581
O -3.992 -2.181 4.147
C -3.547 -1.450 2.996
C -2.002 -1.548 2.821
C -1.563 -2.935 2.222
C 0.014 -3.036 2.073
C 0.452 -3.607 0.669
C 1.762 -2.935 0.110
C 1.362 -1.453 -0.261
C 2.428 -0.733 -1.181
C 2.978 0.599 -0.549
C 2.884 1.825 -1.547
C 1.505 2.588 -1.322
C 0.409 2.037 -2.316
C -0.884 2.910 -2.168
C -2.151 2.346 -2.934
C -1.966 0.940 -3.603
C -3.427 0.317 -3.772
I -3.316 -1.809 -3.220
N -1.110 3.276 -0.748
P -1.696 2.006 0.299
C -3.546 2.375 0.502
O -1.683 0.480 -0.419
C -0.547 4.290 -2.891
O 0.485 4.468 -3.555
O -1.378 5.259 -2.734
H -5.200 -1.134 5.513
H -5.820 -1.169 3.802
H -5.916 -2.625 4.847
H -3.837 -0.374 3.135
H -4.110 -1.808 2.099
H -1.552 -1.432 3.837
H -1.632 -0.709 2.188
H -1.936 -3.705 2.944
H -2.083 -3.087 1.247
H 0.342 -3.743 2.870
H 0.437 -2.023 2.254
H 0.576 -4.711 0.804
H -0.414 -3.463 -0.019
H 2.043 -3.527 -0.793
H 2.568 -2.968 0.880
H 1.276 -0.875 0.689
H 0.395 -1.519 -0.813
H 1.929 -0.476 -2.144
H 3.260 -1.441 -1.401
H 4.079 0.476 -0.332
H 2.483 0.859 0.417
H 3.690 2.531 -1.244
H 2.972 1.508 -2.610
H 1.217 2.340 -0.270
H 1.625 3.690 -1.408
H 0.273 0.967 -2.035
H 0.813 2.036 -3.356
H -3.015 2.346 -2.233
H -2.425 3.054 -3.755
H -1.403 0.207 -3.002
H -1.586 1.063 -4.642
H -3.837 0.448 -4.791
H -4.136 0.740 -3.026
H -1.860 3.983 -0.770
H -3.767 2.582 1.576
H -3.881 3.203 -0.161
H -4.150 1.472 0.230
H -0.853 0.028 -0.193
Cl 6.075 0.574 2.908
C 7.333 -0.527 2.296
C 7.224 -0.744 0.804
Cl 5.772 -1.674 0.365
H 7.257 -1.466 2.842
H 8.295 -0.072 2.532
H 8.084 -1.314 0.450
H 7.195 0.201 0.263
```

Summary:
net charge = -1
HOMO = -4.313 eV
LUMO = 2.08 eV

---

Below is an isolated molecule of C2H4FNO3S in a non-equilibrium geometry, with properties calculated with the ωB97M-V functional and the def2-TZVPD basis.

```
12
Properties=species:S:1:pos:R:3
O -0.351 -0.877 -3.381
S -0.447 -0.963 -1.957
O -0.625 -2.233 -1.288
C -1.005 0.392 -1.171
C -0.621 0.136 0.245
O 0.766 0.166 0.488
N 1.589 -0.774 -0.642
F 2.799 -0.123 -0.803
H -0.281 1.096 -1.548
H -0.911 0.945 0.806
H -1.143 -0.625 0.757
H 1.869 -1.564 -0.109
```

Summary:
SMILES = O=S(=O)=CCONF
energy relative to the best compared isomer or geometry (same formula, charge and spin) = 149.61 kcal/mol
HOMO = -10.099 eV
LUMO = -0.61 eV

---

Below is a structure of composition C21H30AlNO2P2 in a non-equilibrium geometry, with properties calculated with the ωB97M-V functional and the def2-TZVPD basis.

```
57
Properties=species:S:1:pos:R:3
Al 0.265 -0.268 -0.377
P -0.164 1.851 -1.289
C 1.612 2.000 -1.758
C 2.519 1.478 -0.677
N 2.096 0.375 -0.016
C 2.880 -0.232 0.914
C 4.104 0.314 1.258
C 4.562 1.447 0.588
C 3.763 2.022 -0.397
C 2.348 -1.503 1.537
P 1.030 -2.264 0.513
H 4.074 2.914 -0.945
H 4.698 -0.171 2.045
H 5.534 1.882 0.828
H 3.161 -2.241 1.653
H 1.948 -1.302 2.547
H 1.698 1.339 -2.654
H 1.873 3.043 -2.017
H 0.715 -1.460 -3.114
O 1.138 -0.548 -2.961
H 1.863 -0.500 -3.611
H -0.645 -2.693 -2.242
O 0.053 -2.845 -2.920
H -0.233 -3.580 -3.493
C 2.011 -3.313 -0.591
H 2.644 -3.976 0.019
H 1.352 -3.906 -1.236
H 2.658 -2.695 -1.231
C 0.044 -3.313 1.608
H -0.710 -3.856 1.014
H 0.681 -4.039 2.138
H -0.490 -2.690 2.345
C -0.385 3.232 -0.138
H -0.250 4.176 -0.675
H -1.394 3.175 0.283
H 0.341 3.162 0.678
C -1.121 2.239 -2.781
H -2.172 1.973 -2.612
H -1.052 3.315 -2.991
H -0.743 1.657 -3.631
C -5.206 0.420 0.270
C -4.294 0.090 -0.741
C -2.955 -0.110 -0.441
C -2.448 0.092 0.863
C -1.038 0.068 1.141
C -0.639 0.324 2.444
C -1.567 0.554 3.491
C -2.923 0.601 3.232
C -3.395 0.404 1.909
C -4.766 0.553 1.576
H -6.260 0.568 0.023
H -4.634 -0.016 -1.768
H -2.277 -0.419 -1.240
H 0.420 0.364 2.711
H -1.210 0.706 4.511
H -3.641 0.802 4.030
H -5.470 0.799 2.378
```

Summary:
energy relative to the best compared isomer or geometry (same formula, charge and spin) = 0.00 kcal/mol
net charge = +2
HOMO = -13.128 eV
LUMO = -6.62 eV

---

Below is a cluster of 5 separate species, C29H25F4N in total in a non-equilibrium geometry, with properties calculated with the ωB97M-V functional and the def2-TZVPD basis.

```
59
Properties=species:S:1:pos:R:3
F -0.313 -6.626 -4.781
C -0.886 -5.412 -4.927
C -2.166 -5.262 -4.415
C -2.772 -4.049 -4.619
C -2.148 -3.034 -5.291
C -0.824 -3.194 -5.708
C -0.199 -4.418 -5.548
H -2.645 -6.102 -3.923
H -3.734 -3.873 -4.146
H -2.601 -2.056 -5.413
H -0.268 -2.389 -6.167
H 0.835 -4.613 -5.863
F 0.947 2.150 5.388
C 1.030 2.997 4.372
C 0.871 4.381 4.589
C 0.993 5.214 3.468
C 1.236 4.700 2.216
C 1.356 3.318 2.037
C 1.224 2.463 3.107
H 0.682 4.729 5.611
H 0.968 6.283 3.630
H 1.441 5.302 1.347
H 1.614 2.939 1.077
H 1.291 1.396 2.939
F 2.066 4.883 -1.251
C 1.133 4.252 -2.011
C 1.589 3.511 -3.108
C 0.542 2.980 -3.920
C -0.820 3.168 -3.647
C -1.196 3.895 -2.520
C -0.189 4.484 -1.766
H 2.647 3.438 -3.361
H 0.772 2.395 -4.819
H -1.568 2.644 -4.189
H -2.225 4.045 -2.246
H -0.447 5.137 -0.932
F 0.116 -0.285 1.441
C -0.646 -0.533 0.377
C -1.722 -1.363 0.515
C -2.418 -1.678 -0.649
C -2.115 -1.094 -1.864
C -1.080 -0.172 -1.937
C -0.314 0.072 -0.828
H -1.927 -1.763 1.505
H -3.173 -2.442 -0.590
H -2.671 -1.328 -2.759
H -0.778 0.256 -2.874
H 0.560 0.743 -0.857
C 1.450 -3.299 4.776
C 1.694 -4.027 5.889
C 1.934 -3.305 7.068
N 1.882 -1.984 7.133
C 1.646 -1.320 5.980
C 1.463 -1.930 4.798
H 1.204 -3.772 3.825
H 1.669 -5.110 5.901
H 2.153 -3.841 7.972
H 1.620 -0.230 6.039
H 1.217 -1.271 3.926
```

Summary:
SMILES = Fc1ccccc1.Fc1ccccc1.Fc1ccccc1.Fc1ccccc1.c1ccncc1
energy relative to the best compared isomer or geometry (same formula, charge and spin) = 0.00 kcal/mol
HOMO = -9.120 eV
LUMO = 0.50 eV